Entry 1:
Below is C37H50Ge2N5O2Sr as an isolated structure, with properties calculated with ωB97M-V with the def2-TZVPD basis set.

Each line ends with the Löwdin charge.
Element x y z (Å)
Sr1 0.2395 -0.2179 0.0178  1.407
C1 1.0608 -1.6291 -3.1350  -0.154
C2 -0.4575 -1.8796 -3.1924  -0.095
C3 -1.2578 -0.6004 -3.2173  -0.296
C4 -2.0659 -0.2653 -4.2924  -0.005
C5 -2.7607 0.9348 -4.2681  -0.035
C6 -2.6275 1.7691 -3.1705  -0.042
C7 -1.8076 1.3612 -2.1349  -0.129
N1 -1.1342 0.2030 -2.1526  0.009
N2 1.5892 -1.6539 -1.7528  -0.245
C8 2.8881 -0.9492 -1.6696  -0.132
C9 2.7901 0.5165 -2.0221  -0.287
C10 3.5992 1.0813 -2.9935  -0.007
C11 3.4981 2.4427 -3.2418  -0.032
C12 2.5911 3.1948 -2.5148  -0.027
C13 1.8097 2.5531 -1.5693  -0.094
N3 1.9032 1.2407 -1.3253  0.011
C14 1.7926 -3.0486 -1.3513  -0.134
C15 1.9570 -3.2609 0.1458  -0.262
C16 2.3989 -4.4930 0.6097  -0.005
C17 2.4611 -4.7231 1.9713  -0.030
C18 2.0946 -3.7077 2.8430  -0.037
C19 1.6894 -2.5052 2.3021  -0.130
N4 1.6177 -2.2751 0.9855  0.005
H1 1.5739 -2.3846 -3.7427  0.132
H2 1.2826 -0.6573 -3.5738  0.126
H3 -0.6972 -2.4692 -4.0763  0.123
H4 -0.7695 -2.4753 -2.3276  0.106
H5 -2.1534 -0.9398 -5.1335  0.120
H6 -3.3999 1.2121 -5.0961  0.120
H7 -3.1507 2.7127 -3.1079  0.120
H8 -1.6850 1.9658 -1.2389  0.101
H9 3.2505 -1.0433 -0.6424  0.128
H10 3.6381 -1.4289 -2.3123  0.135
H11 4.2990 0.4665 -3.5439  0.121
H12 4.1205 2.9065 -3.9956  0.119
H13 2.4850 4.2583 -2.6722  0.118
H14 1.0808 3.0958 -0.9720  0.104
H15 0.9305 -3.6386 -1.6723  0.133
H16 2.6641 -3.4823 -1.8616  0.138
H17 2.6810 -5.2647 -0.0954  0.125
H18 2.7908 -5.6819 2.3488  0.120
H19 2.1237 -3.8442 3.9146  0.117
H20 1.3969 -1.6781 2.9400  0.102
C20 -5.6328 2.2160 1.2290  -0.168
C21 -4.2285 1.7170 0.8819  -0.362
Ge1 -4.1824 -0.2121 0.5769  0.868
C22 -4.5300 -0.6686 -1.3076  -0.361
C23 -5.6361 0.1983 -1.9122  -0.170
C24 -5.3827 -1.2790 1.7043  -0.213
C25 -4.6289 -2.1758 2.3681  -0.347
Ge2 -2.7709 -1.7311 1.8657  0.869
C26 -1.6706 -1.0661 3.3518  -0.357
C27 -1.3409 -2.1243 4.4044  -0.169
C28 -1.8203 -3.2043 0.9719  -0.371
C29 -2.6707 -3.8377 -0.1293  -0.162
C30 -5.1013 -3.2520 3.2711  -0.237
C31 -6.4091 -3.2805 3.7599  -0.034
C32 -6.8360 -4.3017 4.5907  -0.075
C33 -5.9630 -5.3210 4.9526  -0.085
C34 -4.6592 -5.3043 4.4814  -0.078
C35 -4.2365 -4.2745 3.6535  -0.061
H21 -5.6279 3.2918 1.4132  0.071
H22 -6.0110 1.7291 2.1293  0.064
H23 -6.3473 2.0224 0.4273  0.057
H24 -3.5200 1.9358 1.6807  0.050
H25 -3.8390 2.2136 -0.0099  0.050
H26 -4.8127 -1.7229 -1.3302  0.057
H27 -3.6083 -0.5751 -1.8880  0.017
H28 -6.5793 0.0661 -1.3787  0.069
H29 -5.8170 -0.0554 -2.9593  0.068
H30 -5.3828 1.2596 -1.8683  0.055
H31 -6.4688 -1.2423 1.7769  0.059
H32 -2.2150 -0.2256 3.7862  0.073
H33 -0.7576 -0.6295 2.9311  0.013
H34 -2.2447 -2.4780 4.9016  0.066
H35 -0.6758 -1.7255 5.1741  0.071
H36 -0.8492 -2.9986 3.9664  0.049
H37 -1.5113 -3.9471 1.7117  0.059
H38 -0.8874 -2.8044 0.5666  0.002
H39 -3.5992 -4.2355 0.2843  0.074
H40 -2.1532 -4.6598 -0.6293  0.069
H41 -2.9501 -3.1018 -0.8872  0.045
H42 -7.0954 -2.4860 3.4959  0.106
H43 -7.8521 -4.3031 4.9631  0.106
H44 -6.2983 -6.1183 5.6026  0.104
H45 -3.9717 -6.0917 4.7624  0.103
H46 -3.2137 -4.2622 3.2920  0.084
N5 1.7253 1.2095 2.0402  -0.021
C36 0.7535 2.2153 2.5438  -0.160
C37 -0.2784 2.4454 1.4339  -0.698
O1 -0.3188 3.5211 0.8455  0.019
O2 -0.9689 1.3987 1.1498  -0.310
H47 2.2677 0.8248 2.8051  0.075
H48 2.4000 1.6854 1.4481  0.071
H49 1.2288 3.1577 2.8133  0.117
H50 0.2485 1.7982 3.4150  0.116

Net charge ... +1
Total energy ... -164592.313 eV
E_HOMO ... -10.13 eV
E_LUMO ... -2.27 eV
Spin multiplicity ... 1

Entry 2:
Below is an isolated ion of composition C6H3N2O4 and charge -1, with properties calculated with ωB97M-V with the def2-TZVPD basis set.

Each line ends with the Löwdin charge.
Element x y z (Å)
O1 -3.7172 -0.5646 0.0166  0.001
C1 -2.6599 0.0244 0.0697  -0.267
C2 -1.3302 -0.4846 0.1057  -0.220
N1 -0.9223 -1.7245 -0.0452  0.113
C3 0.4364 -1.7342 -0.3010  -0.056
C4 0.9345 -0.4217 -0.1897  -0.104
C5 2.5519 -0.2229 -0.0500  -0.716
O2 3.0970 -1.0899 0.6414  -0.026
O3 2.9568 0.7687 -0.5965  -0.014
N2 -0.0965 0.4145 -0.0283  0.088
C6 0.1932 1.8032 0.2104  -0.206
O4 -0.5910 2.7069 0.1404  0.062
H1 -2.8411 1.1970 0.1130  0.138
H2 0.7858 -2.7222 -0.4709  0.094
H3 1.2026 2.0499 0.3842  0.114

Net charge ... -1
Total energy ... -17441.410 eV
E_HOMO (alpha / beta) ... -5.24 / -5.24 eV
E_LUMO (alpha / beta) ... 2.81 / 2.81 eV
Structure (SMILES) ... O=Cc1ncc(C(=O)[O-])n1C=O
Spin multiplicity ... 1

Number 1: maximum force 0.74 eV/A. Number 2: maximum force 4.03 eV/A.